[1]
Density functional theory data (ωB97M-V/def2-TZVPD) for a structure of composition C44H42F2N8PW.

E_HOMO (spin up / spin down)   -15.7 / -16.0 eV
M   935.7 g mol⁻¹
<S²>   2.02
Relative energy (zero: lowest compared OMol25 entry of this formula, charge and spin)   12.1 kJ/mol
LUMO (spin up / spin down)   -0.30997 / -0.32423 Eh
Spin multiplicity   3
DFT total energy   -2747.311588 hartree
Total charge   +3

Last column: Löwdin spin population.
Atoms and positions in Å:
1 W -0.26 -0.50 -0.19  1.734
2 C 0.64 2.44 -2.24  0.004
3 C 2.07 1.92 -2.24  0.001
4 C 2.39 0.44 -2.30  0.003
5 C 3.42 0.11 -3.17  -0.001
6 C 3.99 -1.15 -3.17  0.003
7 C 3.53 -2.07 -2.25  0.000
8 C 2.47 -1.71 -1.45  0.008
9 N 1.84 -0.51 -1.49  0.001
10 N -0.02 2.19 -0.96  0.074
11 C 0.66 2.91 0.12  0.004
12 C 1.57 2.04 0.92  0.005
13 C 2.59 2.64 1.64  -0.001
14 C 3.57 1.87 2.23  0.005
15 C 3.53 0.50 2.05  0.000
16 C 2.47 -0.03 1.35  0.013
17 N 1.46 0.70 0.84  0.006
18 C -1.43 2.56 -1.00  0.004
19 C -2.01 2.16 0.33  0.008
20 C -3.00 2.92 0.92  0.002
21 C -3.30 2.73 2.26  0.004
22 C -2.55 1.81 2.98  0.001
23 C -1.62 1.06 2.31  0.006
24 N -1.37 1.17 0.99  0.017
25 H 0.05 2.01 -3.03  0.000
26 H 0.68 3.52 -2.43  0.002
27 H 2.60 2.31 -1.36  0.000
28 H 2.58 2.39 -3.08  0.000
29 H 3.81 0.88 -3.82  0.000
30 H 4.80 -1.39 -3.85  0.000
31 H 3.97 -3.06 -2.15  0.000
32 H 2.10 -2.42 -0.73  0.002
33 H -0.06 3.39 0.79  0.001
34 H 1.25 3.73 -0.29  0.000
35 H 2.63 3.72 1.69  0.000
36 H 4.38 2.34 2.79  0.000
37 H 4.30 -0.16 2.44  0.000
38 H 2.43 -1.09 1.17  0.005
39 H -1.91 2.08 -1.84  0.000
40 H -1.56 3.64 -1.13  0.001
41 H -3.48 3.70 0.35  0.000
42 H -4.07 3.32 2.74  0.000
43 H -2.69 1.67 4.05  0.000
44 H -1.03 0.35 2.86  0.001
45 N 0.45 -3.26 1.39  0.008
46 P -0.10 -1.82 2.11  0.018
47 C -1.51 -2.34 3.16  -0.002
48 C -1.20 -3.40 4.02  -0.001
49 C -2.15 -3.91 4.88  0.000
50 C -3.43 -3.37 4.91  0.000
51 C -3.74 -2.30 4.08  0.000
52 C -2.79 -1.79 3.20  0.000
53 C 1.15 -1.61 3.42  0.004
54 C 2.34 -2.34 3.44  -0.001
55 C 3.22 -2.20 4.50  0.000
56 C 2.94 -1.31 5.53  -0.001
57 C 1.75 -0.59 5.52  0.000
58 C 0.85 -0.75 4.48  0.000
59 C 0.14 -3.64 0.11  0.007
60 C 0.16 -5.01 -0.20  -0.001
61 C -0.11 -5.41 -1.48  0.006
62 C -0.41 -4.45 -2.44  0.000
63 C -0.42 -3.14 -2.07  0.008
64 N -0.12 -2.70 -0.81  0.010
65 H 0.63 -4.03 2.02  0.000
66 H -0.20 -3.81 4.07  0.000
67 H -1.89 -4.73 5.54  0.000
68 H -4.18 -3.77 5.58  0.000
69 H -4.73 -1.87 4.10  0.000
70 H -3.08 -0.97 2.56  0.000
71 H 2.58 -3.03 2.64  0.000
72 H 4.13 -2.79 4.53  0.000
73 H 3.63 -1.21 6.36  0.000
74 H 1.51 0.08 6.34  0.000
75 H -0.10 -0.23 4.53  0.000
76 H 0.36 -5.72 0.59  0.000
77 H -0.11 -6.47 -1.73  0.000
78 H -0.66 -4.71 -3.46  0.000
79 H -0.71 -2.40 -2.78  0.000
80 N -1.04 -0.35 -4.60  0.005
81 C -0.36 -0.43 -3.46  0.010
82 N -1.08 -0.15 -2.39  0.016
83 C -2.39 0.12 -2.91  0.003
84 C -3.58 0.52 -2.30  0.001
85 C -4.67 0.76 -3.11  0.000
86 C -4.61 0.61 -4.51  0.000
87 C -3.44 0.24 -5.13  0.000
88 C -2.35 0.01 -4.29  0.000
89 H -0.66 -0.52 -5.51  0.000
90 H 0.68 -0.70 -3.46  0.000
91 H -3.68 0.63 -1.24  0.000
92 H -5.61 1.06 -2.65  0.000
93 H -5.49 0.81 -5.11  0.000
94 H -3.37 0.13 -6.20  0.000
95 F -2.71 -1.98 -1.10  -0.002
96 C -2.28 -1.43 0.09  -0.008
97 F -3.27 -0.56 0.48  0.002
98 H -2.32 -2.25 0.79  0.002

---

[2]
Density functional theory data (ωB97M-V/def2-TZVPD) for a cluster of 10 separate species, C81H178N10O13 in total.

E_HOMO   -7.5 eV
M   1500.4 g mol⁻¹
Relative energy (zero: lowest compared OMol25 entry of this formula, charge and spin)   184.3 kJ/mol
LUMO   0.02105 Eh
DFT total energy   -4718.067764 hartree

Last column: Mulliken charge in e.
Atoms and positions in Å:
1 C -5.10 0.60 -6.13  -1.884
2 C -5.54 -0.70 -5.41  1.998
3 C -5.50 -1.89 -6.37  -1.714
4 C -4.10 -2.40 -6.73  -0.794
5 C -3.34 -2.72 -5.49  -0.944
6 C -3.30 -1.62 -4.38  1.948
7 N -4.67 -0.99 -4.21  0.827
8 O -4.82 -0.22 -3.03  -0.455
9 C -2.88 -2.29 -3.09  -1.225
10 C -2.26 -0.60 -4.76  -1.418
11 C -7.01 -0.73 -4.97  -2.001
12 H -4.94 1.33 -5.33  0.404
13 H -5.91 1.08 -6.68  0.540
14 H -4.19 0.54 -6.73  0.113
15 H -6.06 -2.74 -5.96  0.476
16 H -6.03 -1.69 -7.30  0.509
17 H -3.57 -1.69 -7.37  0.151
18 H -4.26 -3.25 -7.39  0.511
19 H -2.31 -2.85 -5.82  -0.062
20 H -3.74 -3.65 -5.09  0.435
21 H -2.90 -1.54 -2.30  0.527
22 H -3.53 -3.12 -2.81  0.709
23 H -1.86 -2.64 -3.24  -0.848
24 H -1.24 -0.97 -4.66  0.122
25 H -2.34 -0.16 -5.76  -0.037
26 H -2.37 0.27 -4.11  0.575
27 H -7.16 0.23 -4.48  0.434
28 H -7.12 -1.53 -4.24  0.411
29 H -7.69 -0.79 -5.83  0.401
30 H -5.53 -0.72 -2.62  0.324
31 C -1.31 -8.87 1.44  -2.185
32 C -1.32 -7.47 0.90  1.750
33 C -2.24 -7.47 -0.33  -1.508
34 C -2.49 -6.03 -0.78  1.090
35 C -3.28 -5.23 0.26  -1.521
36 C -2.53 -5.19 1.66  1.438
37 N -1.83 -6.50 1.94  0.526
38 O -1.20 -6.52 3.16  -0.386
39 C -1.46 -4.08 1.70  -0.273
40 C -3.58 -4.98 2.80  -1.999
41 C 0.10 -7.17 0.51  -1.342
42 H -2.26 -9.08 1.93  0.511
43 H -0.55 -9.05 2.20  0.344
44 H -1.20 -9.70 0.73  0.361
45 H -1.75 -8.11 -1.06  0.227
46 H -3.15 -8.01 -0.08  0.340
47 H -3.01 -6.14 -1.73  0.585
48 H -1.59 -5.45 -0.97  -0.883
49 H -4.24 -5.74 0.33  0.429
50 H -3.31 -4.18 -0.05  0.337
51 H -1.80 -3.05 1.82  0.667
52 H -0.84 -4.20 2.59  -0.516
53 H -0.83 -4.20 0.81  -0.193
54 H -4.15 -5.89 2.95  0.425
55 H -3.08 -4.77 3.75  0.322
56 H -4.22 -4.18 2.41  0.466
57 H 0.20 -6.19 0.04  -0.420
58 H 0.43 -7.87 -0.26  0.633
59 H 0.72 -7.11 1.41  0.510
60 H -1.93 -6.69 3.77  0.354
61 C 0.51 -3.73 8.65  -1.672
62 C 0.49 -2.15 8.45  1.187
63 C 1.87 -1.81 7.74  -1.549
64 C 2.05 -2.20 6.29  -0.632
65 C 0.92 -1.52 5.50  -0.111
66 C -0.53 -1.85 6.04  1.888
67 N -0.60 -1.65 7.53  1.058
68 O -1.84 -1.92 8.11  -0.602
69 C -1.47 -0.91 5.44  -0.645
70 C -0.81 -3.26 5.67  -1.093
71 C 0.56 -1.36 9.82  -1.555
72 H 0.61 -4.19 7.67  0.352
73 H -0.41 -4.22 8.97  0.370
74 H 1.37 -4.11 9.21  0.357
75 H 2.01 -0.73 7.80  0.279
76 H 2.67 -2.35 8.23  0.570
77 H 1.98 -3.28 6.16  0.282
78 H 3.02 -1.82 5.96  0.427
79 H 1.03 -1.87 4.47  -0.424
80 H 1.07 -0.44 5.61  0.208
81 H -2.51 -0.89 5.77  0.663
82 H -1.07 0.10 5.52  -0.383
83 H -1.60 -1.13 4.38  -0.478
84 H 0.05 -3.93 5.63  0.144
85 H -1.58 -3.65 6.33  0.597
86 H -1.15 -3.34 4.64  -0.432
87 H -0.33 -1.47 10.45  0.419
88 H 0.64 -0.30 9.61  0.113
89 H 1.38 -1.73 10.42  0.385
90 H -2.00 -1.08 8.54  0.382
91 C -1.94 3.17 -9.81  -1.692
92 C -0.48 2.86 -9.44  2.088
93 C 0.26 4.19 -9.45  -1.659
94 C 0.05 5.01 -8.23  -0.279
95 C 0.51 4.18 -7.08  -1.133
96 C -0.34 2.86 -6.92  2.248
97 N -0.24 2.10 -8.19  0.265
98 O -0.90 0.86 -8.19  -0.349
99 C 0.43 1.98 -5.92  -2.242
100 C -1.76 3.24 -6.40  -0.759
101 C 0.17 1.99 -10.55  -2.168
102 H -2.47 2.27 -9.51  0.307
103 H -2.25 3.28 -10.85  0.428
104 H -2.38 3.99 -9.24  0.286
105 H 1.32 3.99 -9.59  0.422
106 H -0.01 4.76 -10.34  0.425
107 H -0.98 5.36 -8.15  0.092
108 H 0.69 5.86 -8.45  0.497
109 H 0.31 4.83 -6.22  -0.070
110 H 1.57 3.99 -7.22  0.548
111 H 1.47 1.88 -6.24  0.552
112 H 0.65 2.29 -4.90  0.369
113 H 0.04 0.97 -5.81  0.184
114 H -2.37 3.95 -6.95  0.237
115 H -2.33 2.32 -6.45  -0.304
116 H -1.75 3.35 -5.32  0.141
117 H 1.14 1.60 -10.23  0.441
118 H 0.33 2.44 -11.53  0.408
119 H -0.47 1.14 -10.79  0.428
120 H -0.27 0.22 -8.54  0.305
121 C 4.91 -6.32 -0.93  -1.710
122 C 5.12 -5.23 0.23  1.264
123 C 5.45 -3.90 -0.58  -1.044
124 C 5.40 -2.62 0.36  -1.208
125 C 3.96 -2.56 0.92  -0.493
126 C 3.56 -3.80 1.80  1.842
127 N 3.89 -5.06 0.95  0.691
128 O 3.44 -6.21 1.56  -0.311
129 C 4.18 -3.73 3.22  -1.913
130 C 2.07 -3.81 1.98  -0.228
131 C 6.38 -5.47 1.14  -1.779
132 H 3.99 -6.05 -1.45  0.201
133 H 4.94 -7.32 -0.52  0.414
134 H 5.72 -6.35 -1.65  0.406
135 H 6.47 -3.95 -0.95  0.477
136 H 4.85 -3.79 -1.49  0.231
137 H 5.50 -1.73 -0.27  0.499
138 H 6.13 -2.65 1.17  0.341
139 H 3.26 -2.38 0.11  -0.430
140 H 3.98 -1.69 1.58  0.622
141 H 4.14 -2.74 3.67  0.261
142 H 3.81 -4.53 3.87  0.529
143 H 5.23 -3.98 3.10  0.435
144 H 1.65 -4.41 1.17  -0.291
145 H 1.75 -4.36 2.86  0.288
146 H 1.80 -2.76 1.90  -0.596
147 H 6.16 -6.11 2.00  0.317
148 H 6.76 -4.58 1.64  0.321
149 H 7.22 -5.95 0.63  0.454
150 H 4.00 -6.25 2.34  0.323
151 C 1.59 -0.30 -0.69  0.127
152 C 0.39 0.56 -1.01  2.399
153 C -0.91 -0.32 -0.91  -1.819
154 C -1.33 -0.76 0.51  1.452
155 C -1.53 0.50 1.31  -1.913
156 C -0.28 1.45 1.38  2.598
157 N 0.26 1.63 -0.03  0.770
158 O 1.25 2.53 -0.10  -0.004
159 C -0.82 2.79 1.84  -2.119
160 C 0.74 0.91 2.43  -0.520
161 C 0.37 1.03 -2.50  -2.270
162 H 1.64 -1.27 -1.19  -0.959
163 H 1.73 -0.57 0.36  -0.109
164 H 2.48 0.27 -0.95  0.683
165 H -1.76 0.23 -1.32  0.765
166 H -0.79 -1.19 -1.54  -0.573
167 H -0.50 -1.35 0.90  -1.278
168 H -2.21 -1.39 0.37  0.684
169 H -1.74 0.08 2.30  -0.144
170 H -2.39 1.01 0.89  0.624
171 H 0.02 3.43 2.11  0.172
172 H -1.47 3.23 1.09  0.083
173 H -1.39 2.70 2.76  0.526
174 H 0.77 -0.18 2.45  -0.629
175 H 1.73 1.23 2.11  0.245
176 H 0.68 1.39 3.41  0.337
177 H -0.40 1.73 -2.81  0.618
178 H 0.20 0.15 -3.12  -0.459
179 H 1.29 1.57 -2.73  0.803
180 H 0.76 3.30 -0.41  0.094
181 C -0.34 6.30 9.48  -1.999
182 C 0.04 4.92 8.91  1.912
183 C -0.19 3.86 10.05  -1.592
184 C -0.17 2.46 9.58  -0.436
185 C -1.05 2.26 8.35  -1.241
186 C -0.76 3.22 7.17  2.195
187 N -0.79 4.60 7.71  0.044
188 O -0.59 5.64 6.77  -0.309
189 C 0.46 2.76 6.33  -0.346
190 C -1.99 3.07 6.34  -2.008
191 C 1.47 5.08 8.52  -2.024
192 H 0.30 7.12 9.16  0.345
193 H -0.23 6.31 10.57  0.455
194 H -1.40 6.56 9.44  0.463
195 H 0.57 3.87 10.83  0.435
196 H -1.22 3.92 10.41  0.382
197 H -0.53 1.87 10.42  0.512
198 H 0.83 2.04 9.42  0.359
199 H -2.07 2.48 8.66  0.572
200 H -1.23 1.23 8.04  -0.235
201 H 1.23 2.21 6.88  0.171
202 H 0.20 2.02 5.58  -0.713
203 H 0.95 3.64 5.92  0.242
204 H -1.78 3.46 5.34  0.293
205 H -2.24 2.03 6.16  0.346
206 H -2.87 3.61 6.68  0.504
207 H 1.83 4.09 8.26  0.414
208 H 2.11 5.34 9.37  0.455
209 H 1.70 5.76 7.69  0.370
210 H -1.44 6.08 6.84  0.344
211 C -1.65 8.83 -6.29  -0.703
212 O -1.30 8.17 -5.11  -0.326
213 C -1.85 6.86 -4.82  -0.085
214 C -1.28 6.33 -3.53  0.146
215 N -1.95 6.95 -2.39  -0.426
216 C -1.20 6.77 -1.14  -1.119
217 C -0.72 5.31 -0.76  -0.144
218 O 0.40 4.83 -1.54  -0.340
219 C 1.68 5.52 -1.42  -1.142
220 H -1.67 8.16 -7.15  0.219
221 H -0.90 9.59 -6.53  0.271
222 H -2.60 9.37 -6.27  0.292
223 H -1.65 6.19 -5.65  -0.361
224 H -2.92 7.08 -4.74  0.562
225 H -0.21 6.52 -3.65  -0.001
226 H -1.38 5.25 -3.66  0.113
227 H -2.21 7.91 -2.52  0.319
228 H -1.76 7.16 -0.29  0.479
229 H -0.28 7.34 -1.30  0.453
230 H -1.58 4.64 -0.70  0.347
231 H -0.25 5.45 0.21  0.261
232 H 2.52 4.84 -1.33  0.114
233 H 1.77 6.28 -0.64  0.499
234 H 2.00 5.98 -2.36  0.241
235 C 0.29 7.07 3.60  -0.757
236 O 1.36 6.57 2.84  -0.375
237 C 2.14 5.58 3.41  -0.075
238 C 2.78 4.73 2.29  -0.490
239 N 3.69 5.66 1.62  -0.317
240 C 4.61 4.96 0.71  -0.127
241 C 5.45 5.95 -0.08  -1.044
242 O 4.58 6.70 -0.86  -0.085
243 C 5.16 7.72 -1.62  -0.889
244 H -0.35 7.66 2.94  0.325
245 H 0.61 7.69 4.43  0.359
246 H -0.39 6.32 4.00  0.155
247 H 1.43 4.89 3.85  -0.220
248 H 2.87 5.94 4.14  0.562
249 H 2.04 4.34 1.59  -0.024
250 H 3.45 3.97 2.70  0.621
251 H 3.15 6.34 1.10  0.285
252 H 4.12 4.46 -0.13  -0.080
253 H 5.25 4.37 1.37  0.568
254 H 6.17 5.36 -0.65  0.450
255 H 5.93 6.59 0.66  0.425
256 H 5.75 7.21 -2.39  0.354
257 H 5.82 8.35 -1.02  0.306
258 H 4.43 8.32 -2.15  0.218
259 C -1.62 -8.99 -3.60  -1.014
260 O -1.76 -7.57 -3.54  -0.236
261 C -0.62 -6.90 -4.06  -0.623
262 C -0.94 -5.43 -4.52  -0.257
263 N 0.21 -4.61 -4.43  -0.311
264 C 0.74 -4.45 -3.05  0.151
265 C 1.92 -3.45 -3.17  0.019
266 O 1.50 -2.28 -3.77  -0.212
267 C 2.42 -1.31 -4.02  -0.360
268 H -2.44 -9.50 -3.10  0.306
269 H -0.76 -9.42 -3.07  0.399
270 H -1.61 -9.37 -4.62  0.344
271 H -0.30 -7.54 -4.88  0.475
272 H 0.22 -7.01 -3.37  0.235
273 H -1.72 -4.98 -3.91  -0.045
274 H -1.18 -5.44 -5.58  0.495
275 H 0.03 -3.68 -4.78  0.239
276 H 1.02 -5.36 -2.52  0.441
277 H 0.01 -3.99 -2.39  -0.519
278 H 2.66 -4.02 -3.73  0.479
279 H 2.30 -3.17 -2.19  -0.458
280 H 3.17 -1.57 -4.77  0.431
281 H 3.07 -1.13 -3.15  0.170
282 H 2.04 -0.35 -4.37  -0.210